[1]
Here is a structure of composition C29H23ClN6NiOTe from OMol25. Energies are from ωB97M-V/def2-TZVPD.

Last column: Mulliken charge in e.
CARTESIAN COORDINATES (ANGSTROEM)
Ni1 -0.4612 -1.1829 0.6874  -1.14
C1 3.5351 -1.0723 1.9445  -1.78
C2 2.0569 -1.1559 1.7843  0.83
N1 1.4317 -1.2256 0.6690  1.39
N2 2.0512 -1.2153 -0.5418  -1.10
C3 1.0954 -1.0780 -1.4506  0.44
O1 -0.1447 -0.9571 -1.2135  -0.36
C4 1.5158 -1.0419 -2.8828  0.21
C5 0.5313 -0.9955 -3.8643  -0.32
C6 0.8879 -0.9656 -5.2047  -0.64
C7 2.2264 -0.9769 -5.5712  -0.31
C8 3.2112 -1.0165 -4.5911  -0.65
C9 2.8585 -1.0490 -3.2512  -0.27
C10 1.1305 -1.1296 2.9272  0.32
C11 1.5432 -1.1167 4.2515  -0.79
C12 0.5867 -1.0760 5.2508  -0.40
C13 -0.7526 -1.0565 4.9053  -0.80
C14 -1.0925 -1.0766 3.5615  -0.06
N3 -0.1819 -1.1044 2.5995  0.66
H1 3.9929 -1.0304 0.9596  0.38
H2 3.9202 -1.9427 2.4821  0.34
H3 3.8016 -0.1702 2.4996  0.33
H4 -0.5057 -0.9780 -3.5536  0.35
H5 0.1164 -0.9314 -5.9648  0.39
H6 2.5035 -0.9527 -6.6190  0.35
H7 4.2579 -1.0190 -4.8723  0.36
H8 3.6064 -1.0786 -2.4711  0.45
H9 2.5976 -1.1361 4.4861  0.43
H10 0.8881 -1.0576 6.2908  0.40
H11 -1.5315 -1.0256 5.6543  0.40
H12 -2.1221 -1.0582 3.2331  0.36
Te1 0.5640 2.2308 1.1039  -0.28
C15 0.1412 4.2995 1.0035  -0.22
C16 0.1603 4.9857 -0.2195  -0.26
C17 -0.0656 6.3521 -0.2973  -0.44
C18 -0.3295 7.0936 0.8486  -0.38
C19 -0.3739 6.4316 2.0698  -0.46
C20 -0.1462 5.0648 2.1420  -0.32
H13 0.3616 4.4234 -1.1236  0.32
H14 -0.0292 6.8442 -1.2642  0.32
H15 -0.5013 8.1625 0.7908  0.33
H16 -0.5861 6.9863 2.9786  0.31
H17 -0.1859 4.5652 3.1029  0.29
N4 -0.5025 -3.6403 0.7231  -0.42
C21 -0.0872 -4.7113 0.9125  0.52
N5 0.2953 -5.9592 1.0539  -0.77
C22 1.1222 -6.2394 2.0379  0.52
N6 1.8474 -6.5963 2.8767  -0.65
Cl1 -3.9576 -3.1743 -0.6467  -0.26
C23 -3.5895 -1.6255 -1.3795  0.68
C24 -4.0070 -1.4351 -2.6904  -0.60
C25 -3.7566 -0.2306 -3.3237  -0.43
C26 -3.0887 0.7730 -2.6253  -0.77
C27 -2.6788 0.5624 -1.3251  -0.18
C28 -2.9054 -0.6523 -0.6519  -0.04
C29 -2.3687 -0.8326 0.7094  -1.11
H18 -4.5245 -2.2388 -3.1981  0.39
H19 -4.0721 -0.0806 -4.3495  0.34
H20 -2.8704 1.7203 -3.1045  0.38
H21 -2.1164 1.3253 -0.7964  0.37
H22 -2.8598 -1.6439 1.2504  0.56
H23 -2.4432 0.1125 1.2575  0.50

- Charge: -2

***

[2]
Here is a structure of composition C29H23FN4O2OsS from OMol25. Energies are from ωB97M-V/def2-TZVPD.

Last column: Mulliken charge in e.
CARTESIAN COORDINATES (ANGSTROEM)
Os1 -1.0768 0.8415 -0.3130  1.49
O1 -0.1816 1.6899 1.4568  -0.90
S1 1.1680 1.9799 0.8578  1.28
O2 1.5996 3.3294 0.8022  -0.68
N1 0.7661 1.3787 -0.6173  0.26
C1 1.5108 0.8503 -1.6860  0.93
C2 2.7958 1.1285 -2.0568  -0.72
C3 3.3383 0.4846 -3.1925  -0.86
C4 2.6027 -0.4058 -3.9233  -0.94
C5 1.2673 -0.7069 -3.5513  0.49
C6 0.4402 -1.6326 -4.2208  -0.60
C7 -0.8276 -1.8724 -3.7541  -1.11
C8 -1.2871 -1.1896 -2.6251  0.15
N2 -0.5472 -0.3003 -1.9784  -0.09
C9 0.7319 -0.0627 -2.4289  0.02
C10 2.3526 0.9781 1.6368  0.27
C11 1.9552 -0.1553 2.3387  -0.21
C12 2.9294 -0.9243 2.9501  -0.80
C13 4.2671 -0.5570 2.8554  -0.52
C14 4.6456 0.5863 2.1624  -0.77
C15 3.6856 1.3732 1.5498  -0.49
H1 3.3881 1.8450 -1.5027  0.53
H2 4.3541 0.7119 -3.4839  0.44
H3 3.0292 -0.8935 -4.7897  0.46
H4 0.8157 -2.1524 -5.0934  0.50
H5 -1.4839 -2.5775 -4.2427  0.46
H6 -2.2834 -1.3588 -2.2396  0.47
H7 0.9080 -0.4077 2.4270  0.61
H8 2.6445 -1.8008 3.5158  0.48
H9 5.0223 -1.1590 3.3427  0.43
H10 5.6862 0.8753 2.1159  0.45
H11 3.9557 2.2899 1.0430  0.53
F1 -2.1441 5.1092 2.7569  -0.28
C16 -2.3679 4.2055 1.8338  0.55
C17 -3.0612 3.0536 2.1909  -0.93
C18 -3.2673 2.0997 1.2275  0.15
C19 -2.7743 2.2613 -0.0978  0.22
C20 -2.9269 1.2659 -1.1694  -0.94
C21 -2.1002 3.4898 -0.4042  -0.23
C22 -1.8913 4.4502 0.5424  -0.70
H12 -3.4147 2.9365 3.2053  0.51
H13 -3.8187 1.2114 1.4912  0.16
H14 -2.8565 1.6786 -2.1709  0.51
H15 -3.7287 0.5398 -1.0769  0.40
H16 -1.7442 3.6414 -1.4168  0.40
H17 -1.3678 5.3721 0.3321  0.51
N3 -3.3115 -2.4756 1.2727  -0.03
C23 -3.2385 -1.2164 0.8229  -0.42
N4 -2.0103 -0.8751 0.4834  0.12
C24 -1.2229 -2.0171 0.7162  0.67
C25 0.1350 -2.2631 0.5010  0.01
C26 0.6120 -3.5150 0.8249  -1.18
C27 -0.2255 -4.5141 1.3501  -0.70
C28 -1.5679 -4.2890 1.5580  -1.14
C29 -2.0424 -3.0238 1.2244  0.14
H18 -4.1536 -2.9302 1.5891  0.27
H19 -4.1144 -0.5974 0.7444  0.42
H20 0.7973 -1.5079 0.1004  0.53
H21 1.6592 -3.7376 0.6702  0.50
H22 0.1932 -5.4817 1.5894  0.44
H23 -2.2182 -5.0570 1.9537  0.46

- Charge: +2

***

[3]
Here is the ion C29H23N2O with charge -1 from OMol25. Energies are from ωB97M-V/def2-TZVPD.

Last column: Mulliken charge in e.
CARTESIAN COORDINATES (ANGSTROEM)
C1 2.6666 4.8267 -1.7019  -1.14
C2 1.8605 3.6103 -1.5965  0.79
N1 0.8890 3.4222 -2.4446  -0.73
C3 0.3318 2.2021 -2.1694  -0.67
C4 0.9031 1.7111 -1.0254  -0.35
N2 1.9761 2.5423 -0.6953  0.62
C5 3.0537 2.3004 0.2644  -0.28
C6 4.4308 1.7794 -0.3729  0.54
C7 4.3127 0.6247 -1.1089  -0.38
C8 5.3849 0.1212 -1.8771  -0.93
C9 6.6395 0.7033 -1.7422  -0.28
C10 6.8206 1.8008 -0.9043  -0.64
C11 5.7195 2.3160 -0.1572  -0.53
C12 2.6028 1.2933 1.4175  -0.21
C13 1.8357 1.8791 2.4174  -0.93
C14 1.2468 1.1415 3.4439  0.08
C15 0.3035 1.7601 4.3918  0.21
C16 -0.5504 2.8044 3.9641  -0.40
C17 -1.4650 3.4099 4.8312  -0.66
C18 -1.5843 2.9665 6.1509  -0.28
C19 -0.7686 1.9249 6.5986  -0.63
C20 0.1600 1.3430 5.7345  -0.21
C21 1.6069 -0.2736 3.6097  0.47
O1 1.2622 -0.9286 4.6156  -0.91
C22 2.3790 -0.8849 2.5289  -0.29
C23 2.5814 -2.3488 2.5118  0.08
C24 2.7377 -3.0134 1.2721  -0.29
C25 2.9493 -4.3906 1.1774  -0.69
C26 3.0156 -5.1774 2.3329  -0.26
C27 2.8512 -4.5600 3.5788  -0.66
C28 2.6430 -3.1783 3.6611  -0.15
C29 2.9822 -0.0505 1.5781  -0.62
H1 3.3399 4.8803 -0.8365  0.28
H2 3.1893 4.7824 -2.6692  0.21
H3 1.9818 5.6914 -1.7472  0.34
H4 -0.3957 1.7290 -2.8253  0.39
H5 0.5665 0.8708 -0.4503  0.46
H6 3.2595 3.2412 0.7781  0.79
H7 3.3810 0.0610 -1.0693  0.42
H8 5.1851 -0.7026 -2.5622  0.34
H9 7.4721 0.3221 -2.3442  0.34
H10 7.8160 2.2645 -0.8423  0.35
H11 5.9470 3.1089 0.5702  0.38
H12 1.7177 2.9727 2.4508  0.52
H13 -0.5054 3.1097 2.9170  0.42
H14 -2.0800 4.2326 4.4718  0.35
H15 -2.3240 3.4036 6.8160  0.35
H16 -0.8347 1.5666 7.6261  0.35
H17 0.7735 0.5192 6.0895  0.36
H18 2.6759 -2.4187 0.3618  0.38
H19 3.0756 -4.8484 0.1958  0.35
H20 3.1776 -6.2535 2.2628  0.35
H21 2.9037 -5.1623 4.4910  0.34
H22 2.5261 -2.7237 4.6381  0.38
H23 3.7923 -0.5203 1.0027  0.88

- Charge: -1
- SMILES: Cc1nccn1[C@H](c1ccccc1)c1cc(-c2ccccc2)c([O-])c(-c2ccccc2)c1

***

[4]
Here is a structure of composition C29H24AlAsN4S6 from OMol25. Energies are from ωB97M-V/def2-TZVPD.

Last column: Mulliken charge in e.
CARTESIAN COORDINATES (ANGSTROEM)
Al1 -4.7776 -2.8576 19.0438  -0.03
S1 -4.6106 -1.7039 21.2786  -0.36
C1 -5.9547 -0.8834 22.0676  0.77
C2 -5.6898 -0.2206 23.2863  -0.79
C3 -6.6715 0.5203 23.9261  -0.54
C4 -7.9949 0.5154 23.4458  -0.72
C5 -8.2604 -0.1270 22.2606  0.20
C6 -7.2773 -0.8738 21.5989  -0.34
As1 -7.7497 -2.0693 20.1415  0.57
C7 -9.3886 -2.8656 20.8116  0.20
C8 -9.2441 -3.9721 21.6823  -0.64
C9 -10.3365 -4.7605 21.9630  -0.59
C10 -11.6194 -4.4279 21.5105  -0.46
C11 -11.7806 -3.3285 20.6835  -0.70
C12 -10.6603 -2.5588 20.3266  0.21
C13 -8.4602 -0.7723 18.8432  0.12
C14 -8.2002 0.5851 18.8991  -0.33
C15 -8.6366 1.4374 17.8904  -0.65
C16 -9.3555 0.9201 16.8121  -0.44
C17 -9.6172 -0.4484 16.7262  -0.80
C18 -9.1244 -1.2773 17.7203  -0.58
H1 -4.6912 -0.3050 23.7049  0.41
H2 -6.4243 0.9857 24.8911  0.32
H3 -8.7790 0.9660 24.0684  0.36
H4 -9.2812 -0.0808 21.8426  0.33
H5 -8.2549 -4.2066 22.0968  0.33
H6 -10.2072 -5.6297 22.6155  0.36
H7 -12.4770 -5.0141 21.8189  0.38
H8 -12.7673 -3.1231 20.2672  0.38
H9 -10.8284 -1.7323 19.6193  0.33
H10 -7.6943 1.0291 19.7550  0.35
H11 -8.4029 2.4956 17.9263  0.43
H12 -9.7477 1.5933 16.0345  0.36
H13 -10.2160 -0.8915 15.9288  0.44
H14 -9.2959 -2.3509 17.7037  0.57
S2 -6.1422 -10.0561 18.3979  -0.26
C19 -5.8888 -8.4473 18.6327  0.08
S3 -5.5897 -7.5963 20.1409  -0.08
C20 -5.5773 -6.0013 19.4961  0.02
C21 -5.7580 -5.8641 18.1074  -0.01
S4 -5.8412 -4.2797 17.4572  -0.26
S5 -5.8122 -7.3445 17.2197  -0.11
S6 -5.3483 -4.6623 20.5713  -0.33
N1 -0.8492 -3.1153 17.6207  -0.05
C22 -0.6259 -3.6148 18.8969  -0.68
C23 -1.8086 -3.6470 19.5275  -0.22
N2 -2.8192 -3.1738 18.6507  0.70
C24 -2.1510 -2.8868 17.5249  -0.32
H15 -0.1693 -3.0838 16.8416  0.28
H16 0.3352 -3.8768 19.3186  0.40
H17 -2.0024 -3.9589 20.5611  0.41
H18 -2.6046 -2.4938 16.6334  0.48
N3 -5.7247 2.2837 15.7020  -0.49
C25 -5.3358 1.1311 16.3937  0.82
C26 -4.7712 1.1801 17.6864  -1.01
C27 -4.5659 0.0119 18.3793  -0.44
N4 -4.8679 -1.2072 17.8560  0.61
C28 -5.2464 -1.2762 16.5379  -0.60
C29 -5.5101 -0.1382 15.8013  -0.69
H19 -5.2195 3.1536 15.7797  0.22
H20 -6.1528 2.1148 14.8014  0.21
H21 -4.4226 2.0997 18.0990  0.48
H22 -4.2236 0.0088 19.4159  0.51
H23 -5.4054 -2.2592 16.1195  0.58
H24 -5.9078 -0.3131 14.8039  0.35

***

Computed energy relative to the best compared isomer or geometry (same formula, charge and spin) (kcal/mol) in order:
12.4; 8.7; 0.0; 10.1
Computed total energy (Ha) in order:
-3759.251107; -2076.609835; -1303.692132; -6205.990104